# C2H5O2

A cluster of 2 separate species, C2H5O2 in total (ωB97M-V with the def2-TZVPD basis set, the OMol25 dataset).

Structure (XYZ):
```
9
Properties=species:S:1:pos:R:3:lowdin_charge:R:1
O 0.511 0.846 1.022 -0.1411
O 2.529 0.438 0.053 -0.1302
C 0.566 -0.411 -1.007 -0.0771
C 1.273 0.359 0.142 -0.8017
H 1.219 -1.199 -1.419 0.0476
H -0.370 -0.878 -0.657 0.0453
H 0.324 0.302 -1.812 0.0522
H -3.394 0.208 1.926 -0.0010
H -2.659 0.335 1.751 0.0060
```

Results
Total charge ... -1
Maximum force ... 0.77 eV/Å
Relative energy (zero: lowest compared OMol25 entry of this formula, charge and spin) ... 45.9 kJ/mol
Frontier orbital gap ... 8.5 eV